Formula: C5H6OS2
Source: the Open Molecules 2025 dataset
Level of theory: ωB97M-V/def2-TZVPD

```
14
Properties=species:S:1:pos:R:3:forces:R:3:lowdin_charge:R:1
S -2.90096 -1.15275 -0.39127 1.8539 1.0383 0.0485 0.72
C -1.46325 -0.36548 -0.13294 -1.8449 0.1015 -0.1295 -0.71
C -0.48404 -0.65961 0.93357 -0.3492 -2.4690 1.4822 -0.25
C 0.88305 -0.16504 0.47149 0.1719 -1.3283 -0.1531 -0.60
S 1.75028 -1.43700 -0.56698 1.2930 1.1251 0.3740 0.74
C 0.56224 0.94810 -0.45673 -2.6878 1.2071 0.0809 -0.24
O -0.48327 1.88685 0.02087 0.9114 -1.0959 0.4912 -0.01
C -0.90612 0.83084 -0.82921 0.1349 0.9988 -2.2716 -0.27
H -0.63453 -1.75684 1.26920 0.8458 1.6056 -0.6468 0.15
H -0.72240 -0.10232 1.84534 -0.2842 0.1814 -0.1920 0.14
H 1.50177 0.01910 1.33348 0.3265 0.4597 0.0814 0.10
H 2.95692 -0.68726 -0.61888 -1.4400 -1.0076 -0.0353 -0.08
H 1.29024 1.41957 -1.07376 0.3692 0.1079 -0.4601 0.13
H -1.34995 1.22182 -1.80419 0.6994 -0.9247 1.3301 0.17
```
Positions in Å, forces in eV/Å.

Total charge ... 0
Max |F| ... 2.9 eV Å⁻¹
Frontier orbital gap ... 0.30474 Eh
Relative energy (zero: lowest compared OMol25 entry of this formula, charge and spin) ... 1.882 eV
LUMO energy ... -0.64 eV
SMILES string ... S=C1C[C@@H](S)[C@@H]2O[C@H]12

***

Formula: C5H6OSi
Source: the Open Molecules 2025 dataset
Level of theory: ωB97M-V/def2-TZVPD

```
13
Properties=species:S:1:pos:R:3:forces:R:3:lowdin_charge:R:1
C 2.72510 1.96985 -0.62151 0.1299 0.4677 -0.5230 0.01
C 0.87445 -2.68140 -0.72604 1.0126 2.2480 1.5819 0.02
C 2.09795 1.26266 0.10484 -1.3867 -2.1105 1.0539 -0.30
C 1.09050 -1.69424 -0.02327 -0.6882 -0.4531 -0.4516 -0.29
C -2.27710 0.24814 0.63113 0.0581 3.8565 0.6000 -0.10
O -2.30871 0.94341 -0.56979 0.4740 0.5056 1.6084 -0.11
Si 0.94399 -0.02714 0.77852 -0.2339 0.3112 -1.4974 0.68
H 3.11749 2.58717 -1.36411 0.6325 0.6421 -0.4530 0.01
H 1.01067 -3.53136 -1.32156 -0.2557 -0.7341 -0.4323 0.00
H -2.52059 -0.74463 0.68323 -0.4866 -2.4824 -0.3669 0.01
H -2.63084 0.86370 1.55430 0.9981 -0.8937 -1.7983 0.09
H -2.82646 0.61688 -1.29327 -0.4379 -0.9562 -0.2352 0.08
H 0.70354 0.18695 2.16752 0.1836 -0.4011 0.9135 -0.09
```
Positions in Å, forces in eV/Å.

Total charge ... 0
Max |F| ... 3.9 eV Å⁻¹
Frontier orbital gap (spin up / spin down) ... 0.27663 / 0.27250 Eh
Relative energy (zero: lowest compared OMol25 entry of this formula, charge and spin) ... 3.367 eV
LUMO energy (spin up / spin down) ... -0.56 / 0.35 eV

***

Formula: C5H6S
Source: the Open Molecules 2025 dataset
Level of theory: ωB97M-V/def2-TZVPD

```
12
Properties=species:S:1:pos:R:3:forces:R:3:lowdin_charge:R:1
C 1.33655 -0.84398 0.93966 -2.9515 1.2140 -1.6900 -0.21
C 0.03815 -3.67759 0.47184 0.0514 0.1787 0.0579 -0.41
C -0.24140 0.54223 -0.30434 0.1557 1.9937 -1.1392 -0.25
C -0.99770 -0.73491 -0.38684 0.9588 -1.5483 -0.2776 -0.29
C 1.00602 0.37581 0.52101 -1.1990 -4.2524 -0.7088 -0.16
S 0.05825 -2.11618 0.50802 0.3112 1.0092 -0.5673 0.78
H 2.13884 -1.11546 1.49374 2.2692 -0.9163 1.6025 0.04
H 0.04563 0.88814 -1.39410 -0.5784 -0.0942 2.2706 0.15
H -0.80275 1.34080 0.32660 0.4490 -1.0357 -1.7504 0.15
H -1.79346 -0.68828 0.25896 -2.1268 -0.0252 1.4710 0.04
H -1.37019 -1.20238 -1.31071 0.6577 0.5798 0.0922 0.10
H 1.57651 1.17612 0.71543 2.0027 2.8968 0.6391 0.07
```
Positions in Å, forces in eV/Å.

Total charge ... 0
Max |F| ... 4.5 eV Å⁻¹
Frontier orbital gap ... 0.29637 Eh
Relative energy (zero: lowest compared OMol25 entry of this formula, charge and spin) ... 5.820 eV
LUMO energy ... 0.32 eV